1.
This record from the OMol25 dataset describes 10 unconnected molecules or ions with the total composition C25H70O10. The level of theory is ωB97M-V with the def2-TZVPD basis set.

The maximum force is 2.7 eV/A. The value obtained for the calculated total energy is -47522.9096 eV. The calculation puts the frontier orbital gap (spin up / spin down) at 9.17 / 2.14 eV. The multiplicity is 2. The charge is +1. The value obtained for the HOMO energy (spin up / spin down) is -0.4307 / -0.4307 Eh.

Geometry (Å):
C1 -18.218 -7.618 9.290
C2 -16.781 -7.190 9.212
O1 -16.460 -6.895 7.885
H1 -18.868 -6.863 8.847
H2 -18.586 -7.736 10.310
H3 -18.357 -8.546 8.736
H4 -16.171 -8.020 9.569
H5 -16.592 -6.369 9.903
H6 -16.705 -6.009 7.608
C3 -23.081 -14.318 11.207
C4 -21.704 -13.621 11.440
O2 -21.018 -13.353 10.263
H7 -23.752 -14.344 12.066
H8 -22.909 -15.324 10.824
H9 -23.630 -13.834 10.399
H10 -21.039 -14.215 12.066
H11 -21.827 -12.655 11.931
H12 -20.633 -14.162 9.918
C5 -24.155 -11.524 5.072
C6 -23.616 -11.147 3.712
O3 -23.381 -12.373 3.052
H13 -25.035 -12.163 4.994
H14 -24.353 -10.606 5.625
H15 -23.395 -12.100 5.600
H16 -22.648 -10.668 3.856
H17 -24.274 -10.492 3.140
H18 -22.649 -12.246 2.444
C7 -19.863 -12.596 3.706
C8 -19.844 -11.308 2.937
O4 -20.729 -11.394 1.883
H19 -19.096 -12.522 4.476
H20 -19.536 -13.379 3.022
H21 -20.851 -12.744 4.143
H22 -18.885 -10.980 2.537
H23 -20.168 -10.490 3.580
H24 -20.928 -10.465 1.746
C9 -23.104 -15.023 7.090
C10 -22.150 -15.087 5.877
O5 -22.047 -16.368 5.266
H25 -23.227 -14.032 7.525
H26 -22.799 -15.625 7.946
H27 -24.128 -15.320 6.859
H28 -21.137 -14.779 6.137
H29 -22.511 -14.361 5.149
H30 -22.734 -16.525 4.615
C11 -17.668 -13.074 7.489
C12 -17.357 -11.552 7.401
C13 -16.094 -11.239 8.120
O6 -17.209 -11.237 6.073
H31 -18.577 -13.231 6.909
H32 -17.807 -13.292 8.548
H33 -16.901 -13.729 7.075
H34 -18.173 -11.023 7.893
H35 -16.326 -11.098 9.176
H36 -15.618 -10.321 7.777
H37 -15.377 -12.052 8.005
H38 -17.219 -10.278 6.037
C14 -25.355 -10.419 11.340
C15 -24.511 -10.583 12.538
C16 -23.121 -9.929 12.355
O7 -25.068 -9.985 13.663
H39 -26.411 -10.555 11.575
H40 -24.993 -11.141 10.609
H41 -25.282 -9.460 10.827
H42 -24.372 -11.652 12.702
H43 -22.505 -10.517 11.675
H44 -22.615 -9.796 13.311
H45 -23.148 -8.935 11.908
H46 -25.933 -10.398 13.723
C17 -17.710 -11.755 11.562
C18 -17.767 -10.512 12.495
C19 -19.220 -10.042 12.638
O8 -17.242 -10.895 13.735
H47 -18.276 -12.651 11.819
H48 -16.691 -12.117 11.428
H49 -18.046 -11.514 10.554
H50 -17.086 -9.729 12.161
H51 -19.463 -9.476 11.739
H52 -19.416 -9.406 13.501
H53 -19.876 -10.908 12.730
H54 -16.296 -11.013 13.620
C20 -22.942 -7.396 5.442
C21 -24.393 -7.475 4.785
C22 -25.392 -6.496 5.379
O9 -24.294 -7.322 3.371
H55 -22.521 -6.392 5.396
H56 -22.284 -8.125 4.968
H57 -23.002 -7.661 6.497
H58 -24.801 -8.480 4.894
H59 -26.217 -6.252 4.711
H60 -24.936 -5.536 5.623
H61 -25.793 -6.820 6.340
H62 -24.401 -6.417 3.067
C23 -21.514 -9.642 9.194
C24 -22.043 -10.421 8.015
C25 -20.928 -10.974 7.140
O10 -22.735 -11.510 8.653
H63 -20.885 -10.195 9.892
H64 -22.377 -9.225 9.713
H65 -20.928 -8.775 8.888
H66 -22.814 -9.909 7.439
H67 -20.436 -11.805 7.645
H68 -20.241 -10.149 6.950
H69 -21.298 -11.380 6.199
H70 -22.154 -11.906 9.307

Atomic partial charges in e from the Löwdin method, atoms 1 to 2: C -0.098; C -0.341

***

2.
This record from the OMol25 dataset describes 11 unconnected molecules or ions with the total composition C25H71NO11PS10. The level of theory is ωB97M-V with the def2-TZVPD basis set.

The maximum force is 2.6 eV/A. The value obtained for the calculated total energy is -168712.8197 eV. The calculation puts the frontier orbital gap at 6.92 eV. The charge is +1. The value obtained for the HOMO energy is -0.3539 Eh.

Geometry (Å):
C1 -0.522 7.350 -2.701
C2 -0.836 6.789 -1.655
P1 -1.180 6.108 0.045
C3 0.514 5.729 0.778
C4 0.404 4.705 2.010
O1 -0.482 3.628 1.649
C5 1.896 4.204 2.349
N1 2.261 4.534 3.757
H1 0.146 7.852 -3.458
H2 -1.999 4.949 -0.029
H3 -1.760 7.194 0.765
H4 0.991 6.715 1.054
H5 1.088 5.199 -0.056
H6 -0.012 5.303 2.876
H7 0.046 2.866 1.318
H8 2.617 4.730 1.642
H9 2.020 3.084 2.222
H10 2.905 5.339 3.789
H11 2.810 3.743 4.121
C6 -2.038 0.555 1.832
S1 -2.262 -0.510 0.396
O2 -1.257 -0.095 -0.627
C7 -3.854 0.170 -0.102
H12 -1.072 0.325 2.285
H13 -2.053 1.603 1.525
H14 -2.830 0.365 2.558
H15 -3.759 1.242 -0.289
H16 -4.590 -0.011 0.683
H17 -4.173 -0.330 -1.017
C8 5.381 2.085 0.601
S2 4.682 1.105 1.942
O3 3.383 1.743 2.333
C9 5.903 1.571 3.181
H18 4.744 1.971 -0.277
H19 5.419 3.137 0.885
H20 6.383 1.722 0.368
H21 5.909 2.655 3.309
H22 6.889 1.225 2.868
H23 5.638 1.095 4.126
C10 5.234 -2.345 6.749
S3 4.884 -0.604 6.454
O4 6.194 0.104 6.331
C11 4.235 -0.261 8.101
H24 5.689 -2.763 5.850
H25 5.926 -2.450 7.586
H26 4.304 -2.874 6.963
H27 4.989 -0.496 8.854
H28 3.338 -0.858 8.270
H29 3.982 0.798 8.158
C12 6.316 -5.631 9.666
S4 4.919 -4.868 10.514
O5 4.738 -3.503 9.937
C13 5.743 -4.676 12.106
H30 6.033 -5.806 8.628
H31 7.181 -4.966 9.699
H32 6.555 -6.583 10.141
H33 6.643 -4.070 11.989
H34 6.001 -5.659 12.504
H35 5.058 -4.177 12.792
C14 -2.981 -4.525 0.753
S5 -4.209 -3.699 -0.276
O6 -5.169 -3.009 0.638
C15 -5.007 -5.203 -0.863
H36 -2.384 -3.762 1.255
H37 -3.477 -5.146 1.500
H38 -2.331 -5.137 0.126
H39 -5.379 -5.783 -0.016
H40 -4.292 -5.795 -1.438
H41 -5.843 -4.924 -1.504
C16 -3.726 -4.038 -5.447
S6 -4.506 -4.920 -4.083
O7 -3.756 -6.194 -3.886
C17 -6.029 -5.318 -4.961
H42 -2.731 -3.724 -5.131
H43 -3.640 -4.693 -6.316
H44 -4.318 -3.157 -5.699
H45 -5.802 -5.895 -5.859
H46 -6.548 -4.396 -5.228
H47 -6.664 -5.911 -4.301
C18 -1.440 6.686 6.629
S7 -1.227 5.706 5.132
O8 -1.577 6.583 3.966
C19 -2.626 4.608 5.420
H48 -0.682 7.470 6.637
H49 -2.432 7.140 6.640
H50 -1.308 6.048 7.504
H51 -3.546 5.190 5.505
H52 -2.458 4.036 6.334
H53 -2.708 3.923 4.575
C20 -2.202 -4.119 -11.425
S8 -2.906 -5.105 -10.089
O9 -4.203 -4.475 -9.701
C21 -1.684 -4.639 -8.845
H54 -2.834 -4.229 -12.306
H55 -2.167 -3.068 -11.134
H56 -1.198 -4.479 -11.654
H57 -1.680 -3.556 -8.713
H58 -0.697 -4.983 -9.158
H59 -1.949 -5.118 -7.902
C22 5.853 7.327 1.195
S9 4.719 6.347 0.193
O10 5.535 5.369 -0.579
C23 4.262 7.679 -0.934
H60 6.293 6.678 1.952
H61 6.645 7.739 0.567
H62 5.305 8.133 1.685
H63 5.152 8.069 -1.430
H64 3.764 8.475 -0.376
H65 3.576 7.279 -1.682
C24 -5.864 -4.919 -12.450
S10 -6.080 -5.985 -13.887
O11 -5.072 -5.570 -14.905
C25 -7.672 -5.305 -14.393
H66 -4.901 -5.147 -11.995
H67 -5.879 -3.871 -12.757
H68 -6.658 -5.110 -11.728
H69 -7.577 -4.234 -14.580
H70 -8.411 -5.486 -13.611
H71 -7.986 -5.806 -15.309

Atomic partial charges in e from the Löwdin method, atoms 1 to 2: C 0.070; C -0.271

***

> The highest calculated total energy belongs to which entry?

C25H70O10

***

> What is the calculated total energy in the first record?

-47522.9096 eV